{"formula": "C35H81AlCsN12O11P", "method": "the ωB97M-V functional and the def2-TZVPD basis", "species": ["Cs", "Al", "O", "H", "O", "H", "O", "P", "N", "C", "C", "N", "C", "C", "N", "C", "C", "H", "H", "H", "H", "H", "H", "H", "H", "H", "H", "H", "H", "H", "H", "H", "H", "H", "H", "C", "C", "O", "N", "C", "H", "H", "H", "H", "H", "H", "H", "C", "C", "O", "N", "C", "H", "H", "H", "H", "H", "H", "H", "C", "C", "O", "N", "C", "H", "H", "H", "H", "H", "H", "H", "C", "C", "O", "N", "C", "H", "H", "H", "H", "H", "H", "H", "C", "C", "O", "N", "C", "H", "H", "H", "H", "H", "H", "H", "C", "C", "O", "N", "C", "H", "H", "H", "H", "H", "H", "H", "C", "C", "O", "N", "C", "H", "H", "H", "H", "H", "H", "H", "C", "C", "O", "N", "C", "H", "H", "H", "H", "H", "H", "H", "N", "C", "C", "C", "C", "C", "H", "H", "H", "H", "H"], "coordinates": [[10.582, -16.052, -9.902], [20.339, -15.217, -18.242], [21.727, -14.488, -17.648], [22.059, -13.953, -18.404], [18.877, -15.150, -17.288], [13.694, -18.073, -7.095], [21.014, -16.902, -18.472], [21.203, -18.340, -17.936], [22.136, -18.371, -16.547], [23.470, -17.706, -16.563], [22.050, -19.467, -15.525], [21.871, -19.275, -19.180], [21.895, -18.596, -20.521], [22.604, -20.591, -19.254], [19.589, -18.888, -17.496], [19.015, -19.807, -18.423], [18.756, -18.025, -16.702], [23.660, -16.695, -17.011], [24.338, -18.351, -16.989], [23.689, -17.718, -15.519], [21.312, -20.162, -15.845], [22.016, -19.012, -14.565], [23.023, -20.047, -15.474], [22.843, -18.176, -20.720], [21.667, -19.384, -21.235], [21.237, -17.785, -20.542], [23.463, -20.234, -19.775], [23.043, -20.981, -18.364], [21.997, -21.283, -19.891], [17.869, -19.962, -18.214], [19.171, -19.654, -19.488], [19.528, -20.784, -18.381], [19.368, -17.395, -16.162], [18.102, -18.590, -16.048], [18.281, -17.199, -17.392], [13.676, -11.218, -8.943], [14.894, -11.315, -9.761], [14.903, -11.888, -10.878], [15.998, -10.685, -9.292], [17.196, -10.733, -10.064], [13.096, -10.365, -9.319], [13.922, -11.078, -7.860], [13.126, -12.100, -9.117], [15.975, -10.157, -8.403], [17.798, -11.631, -9.887], [17.795, -9.912, -9.672], [17.085, -10.534, -11.171], [12.544, -12.807, -13.513], [11.230, -13.315, -12.942], [11.191, -14.407, -12.437], [10.166, -12.428, -13.038], [8.855, -12.679, -12.493], [12.890, -13.569, -14.234], [13.304, -12.705, -12.764], [12.548, -11.951, -14.138], [10.343, -11.485, -13.377], [8.513, -11.662, -12.290], [8.952, -13.305, -11.601], [8.197, -13.237, -13.146], [14.779, -15.047, -7.056], [13.853, -15.154, -8.234], [12.762, -15.524, -7.874], [14.313, -14.865, -9.464], [15.782, -14.648, -9.754], [15.586, -14.307, -6.975], [15.455, -15.999, -7.102], [14.154, -15.155, -6.136], [13.643, -15.141, -10.206], [16.381, -14.654, -8.886], [16.002, -13.720, -10.192], [16.133, -15.472, -10.424], [18.146, -12.888, -19.988], [19.242, -13.767, -20.516], [20.018, -14.456, -19.797], [19.476, -13.720, -21.828], [20.784, -14.254, -22.354], [17.576, -12.704, -20.952], [18.338, -11.868, -20.012], [17.344, -13.137, -19.226], [18.687, -13.729, -22.498], [20.923, -14.054, -23.477], [20.814, -15.348, -22.160], [21.485, -13.661, -21.825], [11.397, -7.350, -22.000], [12.727, -7.288, -21.171], [12.793, -7.693, -20.014], [13.879, -6.807, -21.805], [15.162, -7.152, -21.122], [10.846, -8.237, -21.648], [11.604, -7.453, -23.098], [10.850, -6.439, -21.818], [13.856, -6.516, -22.761], [15.646, -8.078, -21.517], [14.837, -7.443, -20.147], [15.846, -6.328, -21.066], [12.800, -14.214, -20.573], [14.151, -14.403, -21.228], [15.131, -14.504, -20.553], [14.099, -14.712, -22.556], [15.319, -14.796, -23.375], [12.035, -14.020, -21.298], [12.918, -13.341, -19.909], [12.606, -15.021, -19.886], [13.374, -14.274, -23.087], [16.165, -14.731, -22.705], [15.327, -13.937, -24.067], [15.311, -15.773, -23.991], [6.534, -15.532, -11.864], [7.775, -16.119, -12.526], [8.527, -16.825, -11.909], [7.990, -15.811, -13.855], [9.261, -16.304, -14.499], [6.012, -14.863, -12.551], [6.963, -14.994, -11.058], [5.926, -16.339, -11.553], [7.413, -15.110, -14.303], [9.130, -17.352, -14.732], [10.114, -16.087, -13.874], [9.248, -15.881, -15.482], [8.264, -11.746, -7.113], [7.940, -13.108, -7.835], [8.031, -13.278, -9.055], [7.633, -14.066, -6.918], [7.357, -15.384, -7.348], [7.742, -10.878, -7.501], [9.298, -11.661, -7.415], [8.143, -11.859, -6.035], [7.843, -13.868, -5.977], [7.890, -15.551, -8.264], [6.301, -15.526, -7.468], [7.801, -16.197, -6.702], [12.791, -16.706, -12.279], [12.088, -17.726, -12.822], [12.202, -18.213, -14.103], [13.137, -17.524, -14.903], [13.849, -16.371, -14.343], [13.611, -15.987, -13.088], [11.346, -18.260, -12.170], [11.546, -18.991, -14.472], [13.361, -17.850, -15.907], [14.538, -15.802, -15.002], [14.223, -15.276, -12.601]], "molar_mass_da": 1036.967, "orbital_gap_ev": 1.2, "e_lumo_ev": -9.1, "charge": 2, "homo_ev": -10.28, "e_tot_ha": -3470.31712}